Entry from the OMol25 dataset: C39H97N6O13Zn as an isolated structure (ωB97M-V/def2-TZVPD).

Geometry as XYZ:
```
156
Properties=species:S:1:pos:R:3:forces:R:3
Zn 7.500504 17.170934 -14.341572 2.2 0.5 -1.0
C 10.746682 18.728297 -15.399023 -0.8 1.2 0.6
C 10.347949 17.299071 -15.763854 0.9 1.1 -1.0
C 11.441752 16.315653 -15.360228 -0.3 -0.5 -0.3
O 8.986778 17.124514 -15.505713 -1.8 -0.8 0.7
H 10.277106 19.493163 -16.028560 -0.2 -0.3 -0.3
H 11.794877 19.029582 -15.376472 0.2 -0.6 0.0
H 10.315966 18.959747 -14.413354 0.3 -0.2 0.2
H 10.445708 17.220402 -16.855414 -0.2 0.3 -0.1
H 12.368994 16.798599 -15.673550 0.1 0.0 0.4
H 11.391898 15.440096 -16.010012 -0.1 -0.3 0.4
H 11.502223 15.994985 -14.319232 0.0 0.2 0.0
C 9.711566 16.427165 -12.050471 -0.9 -1.3 -1.4
O 8.770106 17.318768 -12.670086 1.1 0.8 0.6
C 8.566265 18.536916 -11.935192 -1.8 -1.7 1.4
C 7.593603 19.379366 -12.754634 0.7 1.0 0.6
N 6.465838 18.552630 -13.236638 -0.5 -0.5 0.3
C 5.651396 18.048189 -12.088450 -0.4 -0.4 0.3
C 4.213314 17.888856 -12.561213 0.7 -1.4 -0.7
O 3.895843 19.074078 -13.244524 -0.2 0.0 0.6
C 2.498072 19.287541 -13.427634 -0.3 0.3 0.3
H 9.254033 15.980434 -11.166918 0.5 0.6 0.5
H 10.716493 16.835729 -12.009095 -0.1 0.3 0.5
H 9.739453 15.586988 -12.750098 0.3 0.1 0.0
H 9.412579 18.966170 -11.396727 0.7 0.5 -1.4
H 8.070668 18.166741 -11.019551 -0.6 0.3 -0.1
H 8.103935 19.880793 -13.577397 -0.1 -0.2 -0.2
H 7.206098 20.158988 -12.094674 0.0 0.1 -0.1
H 5.729567 19.087756 -13.708358 0.7 0.5 -0.5
H 5.584282 18.744471 -11.248779 0.7 0.3 -0.2
H 6.108906 17.117680 -11.755506 -0.4 -0.1 0.3
H 3.538494 17.584471 -11.758933 0.0 0.7 0.3
H 4.186901 17.002472 -13.217333 -0.2 0.2 -0.4
H 2.189014 18.931611 -14.409062 -0.1 -0.1 0.1
H 2.270154 20.346684 -13.315504 0.3 0.1 -0.3
H 1.934881 18.817446 -12.619292 0.0 -0.3 -0.2
C 15.031428 18.827680 -18.977000 0.1 -0.5 0.4
O 15.391144 18.407704 -17.678939 -0.2 -0.1 0.5
C 16.034273 17.136220 -17.599105 -1.0 -0.2 -0.7
C 15.571665 16.405886 -16.327040 0.7 1.4 0.0
N 16.624864 16.456022 -15.315165 -0.4 -1.0 -0.3
C 16.347622 15.554506 -14.207797 -0.6 0.5 0.4
C 16.658860 14.101427 -14.596760 0.5 1.3 0.5
O 16.961695 13.369851 -13.430759 0.3 0.0 -0.9
C 17.243212 12.000227 -13.693003 -0.7 0.3 1.2
H 14.370873 18.092080 -19.453470 0.0 0.0 -0.1
H 15.935034 18.935468 -19.584418 -0.2 0.4 -0.2
H 14.464247 19.744537 -18.834164 0.2 0.2 -0.3
H 17.109150 17.283049 -17.714589 0.1 -0.3 0.4
H 15.702905 16.513984 -18.441901 0.0 0.2 -0.2
H 15.218701 15.405155 -16.571999 0.4 -0.2 0.2
H 14.696165 16.971462 -15.972624 -0.2 -0.2 -0.1
H 16.739349 17.434880 -15.044677 0.0 -0.6 0.2
H 15.290087 15.556484 -13.878859 -0.2 0.2 -0.3
H 16.843342 15.930603 -13.311054 0.6 -0.5 -0.1
H 17.528356 14.172630 -15.257942 -0.1 -0.4 -0.2
H 15.765411 13.739927 -15.119276 0.2 -0.5 -0.1
H 17.586532 11.692682 -12.705652 -0.1 -0.7 -0.2
H 18.000296 11.739888 -14.436159 0.1 0.6 -0.2
H 16.288463 11.532958 -13.958923 0.2 -0.4 0.0
C 8.285240 12.143750 -15.103236 0.0 -0.7 -0.7
O 7.981020 12.872714 -16.263657 -0.8 0.9 0.0
C 9.092211 13.613738 -16.716682 1.6 -0.8 -0.4
C 8.898698 14.409915 -17.997561 -0.9 -1.1 0.3
N 7.891142 15.456036 -17.897561 0.4 -0.2 -0.3
C 7.426162 15.867224 -19.232705 -0.4 1.6 0.8
C 6.167980 15.144329 -19.732670 2.8 -1.7 1.2
O 5.189418 15.265043 -18.737956 -0.6 0.2 -0.6
C 3.896153 15.038431 -19.249857 -0.3 -0.8 0.3
H 8.507547 12.775628 -14.236865 0.2 0.0 0.0
H 9.112362 11.462645 -15.343988 0.3 0.2 0.4
H 7.444588 11.487339 -14.878848 -0.2 0.3 0.1
H 9.848258 12.863511 -17.001619 0.3 0.2 0.1
H 9.572153 14.192148 -15.916190 -0.4 0.2 0.1
H 8.611276 13.665268 -18.739258 -0.3 0.2 0.0
H 9.871804 14.749999 -18.378340 0.1 0.1 0.3
H 8.411427 16.233769 -17.503079 -0.5 0.2 0.2
H 8.283170 15.834569 -19.915199 -0.4 0.0 -0.5
H 7.118205 16.906193 -19.058129 0.2 0.2 -0.5
H 6.567597 14.114084 -19.731413 -0.8 -0.4 -0.2
H 5.935454 15.346692 -20.779211 -0.5 0.6 0.2
H 3.719147 15.738446 -20.067856 -0.6 0.0 0.1
H 3.174964 15.048548 -18.430384 0.1 1.0 0.0
H 3.698022 14.008321 -19.585133 0.7 0.0 -0.5
C 11.227517 25.067474 -17.045122 1.4 -0.7 0.8
O 10.220077 24.100858 -16.889440 -0.4 0.3 -0.1
C 10.637300 22.756932 -16.882910 0.0 -0.1 -0.7
C 11.038516 22.242203 -18.256769 0.2 -0.5 -0.2
N 9.936828 22.200794 -19.211587 -0.3 -0.3 -0.2
C 9.996879 21.007148 -20.065881 0.0 1.4 0.2
C 9.903991 19.661130 -19.339834 -0.8 0.4 -1.6
O 11.148346 19.016620 -19.536739 -0.9 -0.6 0.4
C 11.034497 17.603515 -19.495626 0.1 -0.3 1.3
H 11.980029 24.805367 -17.796725 -0.4 0.1 -0.4
H 11.829139 25.073023 -16.122799 -0.1 0.4 0.1
H 10.822809 26.057121 -17.225069 -0.3 -0.1 -0.1
H 9.742959 22.227925 -16.545395 0.1 -0.3 0.0
H 11.460874 22.511901 -16.198993 0.0 0.5 0.3
H 11.516221 21.256748 -18.138749 -0.5 -0.3 0.3
H 11.896341 22.775141 -18.684325 -0.3 0.6 0.1
H 9.023307 22.273269 -18.782985 0.2 0.1 0.3
H 10.942993 21.178994 -20.581708 0.1 -0.9 -0.1
H 9.234386 21.088556 -20.842608 -0.1 0.0 0.1
H 9.069478 19.090563 -19.775778 0.4 -0.3 -0.6
H 9.452054 19.784164 -18.342632 1.3 0.0 0.6
H 11.863165 17.297392 -18.852632 0.2 -0.6 -0.5
H 10.981677 17.074665 -20.449912 0.5 0.5 -0.3
H 10.133499 17.268984 -18.968254 -0.1 0.3 0.1
C 21.842767 24.421581 -14.874680 0.5 -0.3 -1.1
O 21.148459 23.634476 -13.949627 -0.3 -0.3 -0.4
C 19.811555 24.102334 -13.725109 0.9 0.2 -0.2
C 18.953865 22.932518 -13.282836 0.8 0.5 0.9
N 18.297944 22.193303 -14.345234 -0.1 0.8 0.6
C 17.476892 21.143712 -13.781861 -0.6 -0.4 -0.7
C 16.926558 20.247418 -14.894300 0.8 0.2 0.0
O 16.453736 19.023477 -14.366703 -0.2 0.3 0.4
C 15.152565 19.043084 -13.830089 -0.6 0.4 0.0
H 21.342898 24.452373 -15.853987 -0.5 0.4 0.3
H 22.766399 23.928896 -15.188950 0.2 -0.1 0.8
H 22.076909 25.430508 -14.525264 -0.1 0.0 0.1
H 19.441268 24.598470 -14.628506 -0.2 -0.3 -0.1
H 19.914651 24.894553 -12.975688 -0.5 -0.1 0.3
H 18.292393 23.321520 -12.503158 -0.7 -0.2 -0.5
H 19.614917 22.272406 -12.699357 0.2 0.0 -0.1
H 19.013263 21.902990 -15.000199 -0.1 -0.5 0.0
H 16.668134 21.631364 -13.231141 0.0 0.0 0.1
H 17.962750 20.440417 -13.090533 0.4 0.3 0.1
H 17.800925 19.987004 -15.498117 -0.1 -0.2 -0.1
H 16.226125 20.734730 -15.576889 -0.3 0.0 0.2
H 14.414359 19.095546 -14.637954 0.0 -0.1 0.0
H 14.938476 19.886253 -13.163846 0.4 0.2 -0.1
H 14.973296 18.159444 -13.218996 0.3 -0.3 -0.3
C 8.936993 12.082325 -20.876609 -0.1 -0.4 0.3
O 10.039869 12.765768 -20.328803 -0.1 -0.9 -0.4
C 11.285300 12.110087 -20.609355 -1.0 1.6 0.2
C 12.261803 12.944967 -19.808304 1.3 -2.0 0.1
N 12.282262 12.423484 -18.444556 -0.3 2.1 -0.2
C 13.463272 12.829163 -17.721591 -0.3 -1.6 0.7
C 13.411238 12.273570 -16.299671 -1.2 -0.1 0.8
O 12.698332 13.228905 -15.502168 0.5 1.5 -0.1
C 12.779201 13.072022 -14.122251 0.5 -0.4 0.8
H 8.955569 12.128975 -21.969482 -0.4 0.3 0.0
H 8.048906 12.492168 -20.396953 -0.1 0.3 -0.6
H 8.881205 11.015134 -20.615993 0.5 0.0 0.1
H 11.484835 12.111641 -21.685439 0.0 0.0 0.0
H 11.209022 11.077012 -20.258759 0.3 -0.1 0.0
H 12.092886 14.020411 -19.873603 -0.6 -0.1 0.2
H 13.272806 12.812663 -20.232772 0.0 0.0 -0.2
H 11.950253 11.483798 -18.322505 0.4 -0.1 -0.1
H 13.537366 13.913361 -17.617279 -0.1 0.1 -0.2
H 14.370040 12.457043 -18.221535 0.2 0.1 0.0
H 14.402599 11.976103 -15.942774 0.0 0.5 0.4
H 12.743090 11.419389 -16.121043 0.5 -0.7 -1.1
H 13.823642 13.052410 -13.783289 0.0 -0.5 0.0
H 12.221668 12.192491 -13.772489 0.3 -0.2 -0.1
H 12.376791 13.901392 -13.534739 -0.4 0.4 -0.7
```
Positions in Å, forces in eV/Å.

Values from the calculation:
**HOMO**: -9.70 eV
**LUMO**: -3.900 eV
**Net charge**: +1
**HOMO-LUMO gap**: 5.80 eV